No. 1
ORCA calculation (ωB97M-V with the def2-TZVPD basis set) on a 8-piece molecular cluster, C14H18Cl21F2N4O2Si overall.

Its electronic energy is -11066.60487 Ha. The value obtained for the HOMO-LUMO gap is 7.2 eV. As for the charge: +1.

```
62
Properties=species:S:1:pos:R:3:mulliken_charge:R:1
C 4.022 -0.654 -0.403 -0.665
Si 3.380 0.563 -1.764 0.426
C 4.573 2.088 -1.977 -1.081
C 3.442 -0.348 -3.485 -1.093
C 1.646 1.306 -1.379 0.026
N 1.181 2.227 -0.362 0.003
N -0.167 2.442 -0.585 -0.295
C -0.538 1.674 -1.726 0.032
N -1.818 1.534 -2.449 0.291
C -2.249 0.114 -2.554 0.508
O -2.953 -0.418 -1.674 -0.371
F -1.755 -0.592 -3.717 -0.209
C -1.701 2.033 -3.855 0.608
O -0.705 2.677 -4.279 -0.391
F -2.770 1.841 -4.802 -0.218
N 0.593 0.896 -2.278 0.193
H 5.075 -1.049 -0.688 0.370
H 3.277 -1.536 -0.297 0.232
H 4.069 -0.050 0.598 0.066
H 5.145 2.340 -1.019 0.306
H 5.261 1.898 -2.871 0.340
H 3.892 2.978 -2.287 0.329
H 4.146 -1.249 -3.450 0.320
H 2.412 -0.689 -3.851 0.255
H 3.869 0.386 -4.276 0.299
H 1.789 2.640 0.361 0.288
H 0.583 0.252 -3.084 0.398
C -4.186 1.872 0.292 0.145
Cl -3.816 0.521 1.372 -0.107
Cl -5.747 2.594 0.710 -0.097
Cl -2.900 3.089 0.357 -0.136
H -4.246 1.491 -0.726 0.218
C -0.350 1.249 -7.629 0.457
Cl -1.104 0.447 -9.013 -0.109
Cl 0.905 0.218 -6.920 -0.132
Cl 0.326 2.812 -8.107 -0.113
H -1.117 1.423 -6.875 -0.113
C 4.428 -2.448 3.243 0.081
Cl 3.681 -3.269 1.864 -0.112
Cl 5.688 -3.461 3.962 -0.115
Cl 5.095 -0.882 2.752 -0.140
H 3.659 -2.273 3.995 0.339
C 2.427 -7.015 3.592 -0.005
Cl 2.800 -8.357 4.681 -0.093
Cl 0.858 -6.302 3.996 -0.148
Cl 3.702 -5.787 3.656 -0.086
H 2.376 -7.402 2.576 0.301
C -4.135 4.283 3.707 0.697
Cl -3.765 2.930 4.788 -0.130
Cl -5.695 5.004 4.126 -0.086
Cl -2.851 5.500 3.772 -0.139
H -4.195 3.901 2.687 -0.353
C -7.478 8.239 2.056 0.022
Cl -7.266 9.932 1.585 -0.123
Cl -5.908 7.451 2.269 -0.071
Cl -8.438 8.122 3.538 -0.120
H -8.014 7.726 1.259 0.291
C 0.210 -11.012 6.164 -0.034
Cl 1.413 -10.973 7.462 -0.113
Cl 0.046 -9.414 5.422 -0.066
Cl 0.648 -12.220 4.947 -0.117
H -0.750 -11.291 6.594 0.341
```

---

No. 2
ORCA calculation (ωB97M-V with the def2-TZVPD basis set) on one molecule with the formula C18H21N5OS.

Its electronic energy is -1445.66986 Ha. The value obtained for the HOMO-LUMO gap is 6.4 eV. Its SMILES is NC(=O)C1=c2ncnc(N[C@H]3CCCNC3)c2=C[C@@H](c2cccs2)C1. The energy above the lowest of the compared OMol25 structures with the same formula, charge and spin comes out at 43.2 kcal per mole.

```
46
Properties=species:S:1:pos:R:3:mulliken_charge:R:1
O 0.237 2.631 4.753 -0.685
N 1.978 1.342 -1.072 -0.676
N 1.992 2.077 1.160 -0.673
S 1.609 -1.821 2.886 -0.001
C 0.976 2.151 3.861 -0.043
C 1.712 -3.370 3.701 -0.521
C 0.450 -3.933 3.854 -0.474
C -0.609 -3.131 3.246 -0.545
C -0.134 -1.917 2.779 0.059
C 0.452 1.251 2.779 0.126
C -0.575 -0.540 0.781 -1.145
C 2.507 2.042 -0.052 -0.526
C 0.910 0.563 -0.766 -0.329
C 0.950 1.277 1.492 1.060
C 0.408 0.421 0.504 1.229
N 2.262 2.559 3.913 -0.433
N -1.797 -1.114 -3.959 -0.393
N 0.364 -0.038 -1.866 -0.116
C -0.828 0.451 3.084 -1.284
C -1.001 -0.799 2.197 0.096
C -1.494 -0.351 -5.163 -0.711
C -0.214 0.467 -4.906 -0.422
C -1.992 -0.355 -2.763 -0.929
C -0.368 1.362 -3.670 -1.397
C -0.830 0.627 -2.386 0.407
H 2.648 -3.798 4.080 0.386
H 0.231 -4.859 4.370 0.375
H -1.673 -3.395 3.214 0.396
H -0.949 -1.190 -0.011 0.508
H 3.335 2.742 -0.258 0.387
H 2.419 3.364 4.510 0.263
H 2.762 2.493 3.023 0.272
H -2.586 -1.725 -4.129 0.240
H 1.083 -0.154 -2.622 0.436
H -0.767 0.061 4.124 0.429
H -1.710 1.083 3.014 0.511
H -2.067 -1.117 2.145 0.640
H -2.327 0.287 -5.462 0.353
H -1.299 -1.077 -5.962 0.388
H 0.625 -0.229 -4.787 0.238
H -0.005 1.042 -5.796 0.396
H -2.119 -1.046 -1.944 0.426
H -2.922 0.247 -2.864 0.359
H -1.037 2.193 -3.880 0.440
H 0.577 1.844 -3.500 0.427
H -1.185 1.380 -1.651 0.457
```

---

No. 3
ORCA calculation (ωB97M-V with the def2-TZVPD basis set) on a 2-piece molecular cluster, C4H12 overall.

Its electronic energy is -159.51754 Ha. The value obtained for the HOMO-LUMO gap is 12.0 eV. Its SMILES is CC.CC. The energy above the lowest of the compared OMol25 structures with the same formula, charge and spin comes out at 42.3 kcal per mole.

```
16
Properties=species:S:1:pos:R:3:mulliken_charge:R:1
C 2.641 1.188 -1.089 -0.872
C 2.185 1.595 0.350 -0.622
H 3.745 1.031 -1.341 0.280
H 2.396 0.213 -1.514 0.315
H 2.446 2.059 -1.725 0.248
H 2.075 2.696 0.492 0.277
H 1.232 0.959 0.639 0.140
H 3.096 1.534 0.918 0.233
C -2.006 -1.758 -0.172 -0.813
C -2.947 -1.084 1.043 -0.741
H -1.022 -2.328 0.093 0.258
H -2.718 -2.519 -0.573 0.290
H -1.857 -0.884 -0.831 0.252
H -3.910 -0.616 0.614 0.249
H -2.334 -0.195 1.318 0.210
H -3.021 -1.891 1.778 0.295
```

---

No. 4
ORCA calculation (ωB97M-V with the def2-TZVPD basis set) on a 2-piece molecular cluster, C3H8N3O overall.

Its electronic energy is -358.33599 Ha. The value obtained for the HOMO-LUMO gap is 10.1 eV. As for the charge: +1. The energy above the lowest of the compared OMol25 structures with the same formula, charge and spin comes out at 37.9 kcal per mole.

```
15
Properties=species:S:1:pos:R:3:mulliken_charge:R:1
C -2.793 0.056 -0.166 0.495
C 2.231 0.880 0.628 -0.966
C 1.333 0.133 0.033 0.857
N -3.704 -0.222 -0.847 -0.324
N 0.833 0.215 -1.199 -0.480
N 0.638 -1.025 0.668 -0.316
O -1.940 0.132 0.588 -0.549
H 2.657 0.433 1.601 0.153
H 2.767 1.828 0.312 0.279
H -4.306 0.332 -1.439 0.315
H 1.130 0.986 -1.718 0.246
H -0.220 0.190 -1.122 0.176
H -0.310 -0.788 0.854 0.297
H 0.962 -1.150 1.637 0.397
H 0.723 -2.001 0.170 0.421
```

---

No. 5
ORCA calculation (ωB97M-V with the def2-TZVPD basis set) on C54H62As2BF4N2OP2TeTl as an isolated structure.

Its electronic energy is -8298.76800 Ha. The value obtained for the HOMO-LUMO gap (spin up / spin down) is 8.4 / 6.2 eV. As for the charge: +1. As for the multiplicity: 2.

```
130
Properties=species:S:1:pos:R:3:lowdin_spin:R:1
Tl 0.982 0.310 -1.462 0.001
C 1.954 0.169 3.455 0.078
As 2.806 -0.715 1.926 0.260
C 2.649 -2.567 2.526 0.019
C 4.701 -0.443 2.345 0.018
C 5.232 -0.164 3.598 0.007
C 6.609 -0.090 3.754 0.004
C 7.453 -0.293 2.670 0.007
C 6.925 -0.582 1.419 0.011
C 5.545 -0.634 1.263 0.038
As 4.609 -1.018 -0.405 0.321
C 5.825 -2.205 -1.357 0.064
C 4.870 0.638 -1.408 0.044
H 2.517 1.066 3.689 0.002
H 1.950 -0.514 4.305 0.010
H 0.932 0.443 3.209 0.001
H 3.347 -2.730 3.346 0.004
H 2.873 -3.243 1.703 0.000
H 1.629 -2.740 2.864 0.000
H 4.583 -0.029 4.455 0.000
H 7.027 0.115 4.732 0.001
H 8.526 -0.229 2.796 0.001
H 7.583 -0.758 0.577 0.000
H 6.742 -1.658 -1.574 0.012
H 5.349 -2.512 -2.286 0.000
H 6.042 -3.085 -0.755 0.000
H 5.916 0.932 -1.331 0.008
H 4.233 1.422 -1.005 0.000
H 4.607 0.453 -2.448 0.000
N 0.575 3.442 0.801 0.000
P 2.157 3.230 0.193 0.003
C 2.416 4.806 -0.726 0.001
C 2.636 4.760 -2.100 0.000
C 2.817 5.933 -2.821 0.000
C 2.779 7.157 -2.174 0.000
C 2.547 7.211 -0.804 0.000
C 2.370 6.042 -0.083 0.000
C 3.189 3.640 1.655 0.000
C 4.574 3.623 1.478 0.000
C 5.425 3.902 2.532 0.000
C 4.899 4.213 3.779 0.000
C 3.525 4.249 3.960 0.000
C 2.670 3.961 2.903 0.000
P -0.697 2.366 0.372 0.000
C -1.804 3.467 -0.579 0.000
C -3.143 3.094 -0.711 0.000
C -4.000 3.829 -1.513 0.000
C -3.525 4.935 -2.207 0.000
C -2.190 5.295 -2.102 0.000
C -1.330 4.560 -1.298 0.000
C -1.578 2.295 1.976 0.000
C -1.550 1.080 2.655 0.000
C -2.151 0.955 3.901 0.000
C -2.780 2.050 4.474 0.000
C -2.816 3.263 3.798 0.000
C -2.225 3.386 2.550 0.000
H 0.306 4.384 1.065 0.000
H 2.666 3.799 -2.602 0.000
H 2.989 5.889 -3.889 0.000
H 2.937 8.072 -2.729 0.000
H 2.513 8.167 -0.297 0.000
H 2.210 6.091 0.989 0.000
H 4.979 3.407 0.495 0.000
H 6.497 3.886 2.380 0.000
H 5.562 4.424 4.608 0.000
H 3.112 4.506 4.928 0.000
H 1.597 3.986 3.053 0.000
H -3.508 2.226 -0.172 0.000
H -5.040 3.543 -1.597 0.000
H -4.194 5.512 -2.831 0.000
H -1.816 6.150 -2.652 0.000
H -0.284 4.841 -1.231 0.000
H -1.054 0.238 2.186 0.000
H -2.126 0.005 4.420 0.000
H -3.244 1.961 5.448 0.000
H -3.308 4.117 4.246 0.000
H -2.278 4.332 2.022 0.000
F 3.014 -1.578 -2.481 0.025
B 2.315 -2.803 -2.119 0.004
F 2.730 -3.156 -0.820 0.023
F 2.584 -3.789 -3.030 0.000
F 0.945 -2.465 -2.094 0.000
C -0.586 -3.252 0.341 0.000
C -0.536 -1.757 0.148 0.002
O 0.393 -1.106 0.692 0.030
N -1.414 -1.074 -0.585 0.000
Te -2.816 -1.669 -1.811 0.001
C -4.674 -1.994 -0.778 0.000
C -5.747 -2.238 -1.645 0.000
C -5.577 -2.288 -3.143 0.000
C -7.011 -2.422 -1.098 0.000
C -7.236 -2.346 0.269 0.000
C -8.601 -2.566 0.854 0.000
C -6.157 -2.053 1.096 0.000
C -4.875 -1.870 0.598 0.000
C -3.760 -1.528 1.545 0.000
C -2.350 -3.633 -2.531 0.000
C -2.732 -4.837 -1.932 0.000
C -3.525 -4.928 -0.658 0.000
C -2.347 -6.022 -2.555 0.000
C -1.590 -6.036 -3.715 0.000
C -1.169 -7.326 -4.358 0.000
C -1.223 -4.820 -4.284 0.000
C -1.595 -3.612 -3.719 0.000
C -1.168 -2.328 -4.385 0.000
H 0.412 -3.604 0.592 0.000
H -0.918 -3.749 -0.568 0.000
H -1.268 -3.507 1.156 0.000
H -5.289 -1.306 -3.528 0.000
H -6.511 -2.572 -3.623 0.000
H -4.817 -3.013 -3.444 0.000
H -7.842 -2.624 -1.765 0.000
H -9.330 -2.811 0.085 0.000
H -8.941 -1.672 1.379 0.000
H -8.578 -3.381 1.579 0.000
H -6.316 -1.961 2.165 0.000
H -4.056 -1.727 2.574 0.000
H -3.506 -0.470 1.463 0.000
H -2.859 -2.097 1.326 0.000
H -3.345 -4.074 -0.011 0.000
H -3.257 -5.834 -0.115 0.000
H -4.595 -4.974 -0.872 0.000
H -2.635 -6.963 -2.099 0.000
H -1.386 -8.178 -3.716 0.000
H -0.101 -7.312 -4.574 0.000
H -1.697 -7.463 -5.303 0.000
H -0.620 -4.817 -5.184 0.000
H -0.584 -2.541 -5.278 0.000
H -0.538 -1.745 -3.711 0.000
H -2.032 -1.728 -4.679 0.000
```

---

- electronic energy of number 4 (C3H8N3O)?
  -358.33599 Ha

---

- Among the records above, which one has the highest electronic energy?
  C4H12

---

- Among the records above, which one has the lowest electronic energy?
  C14H18Cl21F2N4O2Si